(1)
The following is a DFT calculation (ωB97M-V with the def2-TZVPD basis set) of C3H5CoO4 as an isolated structure at a distorted geometry.

```
! wB97M-V def2-TZVPD RIJCOSX def2/J DEFGRID3
* xyz 0 5
O 0.357 -1.258 -0.430
C -0.820 -1.446 0.035
C 0.722 0.438 -0.199
O -1.359 -2.549 0.224
O -1.359 -0.375 0.587
C -0.714 0.838 0.150
Co -0.911 -4.257 0.016
H 0.956 0.603 -1.258
H 1.346 0.289 0.691
H -1.257 1.216 -0.722
H -0.749 1.553 0.976
O 1.429 2.510 0.078
H 2.360 2.440 -0.148
*
```

- Relative energy (zero: lowest compared OMol25 entry of this formula, charge and spin): 5.109 eV
- Max |F|: 4.0 eV Å⁻¹
- <S²>: 6.023
- Gap between HOMO and LUMO (alpha / beta): 0.1825 / 0.0758 Eh

(2)
The following is a DFT calculation (ωB97M-V with the def2-TZVPD basis set) of C6H10O as an isolated structure.

```
! wB97M-V def2-TZVPD RIJCOSX def2/J DEFGRID3
* xyz 0 1
C -0.585 0.216 2.198
C -0.141 0.197 0.755
C 1.142 0.203 0.374
C 1.447 0.198 -1.101
C 0.144 -0.094 -1.827
C -1.236 0.246 -0.236
O -2.080 -0.823 -0.253
H -1.212 -0.656 2.428
H -1.191 1.108 2.399
H 0.277 0.211 2.875
H 1.951 0.284 1.097
H 2.236 -0.531 -1.349
H 1.835 1.180 -1.415
H 0.036 0.400 -2.798
H -0.107 -1.154 -1.919
H -0.882 0.629 -1.328
H -1.633 -1.615 0.099
*
```

- Relative energy (zero: lowest compared OMol25 entry of this formula, charge and spin): 3.555 eV
- Max |F|: 0.4 eV Å⁻¹
- Gap between HOMO and LUMO: 0.3066 Eh

(3)
The following is a DFT calculation (ωB97M-V with the def2-TZVPD basis set) of C35H36CaClFN5O3PSe3Te as an isolated structure.

```
! wB97M-V def2-TZVPD RIJCOSX def2/J DEFGRID3
* xyz 0 1
Ca -0.225 -1.034 3.654
Cl 2.744 -0.520 2.875
C 3.387 1.040 3.362
C 4.730 1.058 3.700
C 5.309 2.260 4.072
C 4.540 3.412 4.091
C 3.201 3.364 3.746
C 2.580 2.169 3.368
P 0.785 2.068 2.982
C 0.283 3.776 3.352
C 0.299 4.814 2.428
C -0.087 6.088 2.812
C -0.477 6.334 4.120
C -0.486 5.303 5.047
C -0.112 4.025 4.664
C 0.830 2.069 1.144
C -0.410 1.977 0.508
C -0.490 2.021 -0.875
C 0.663 2.130 -1.639
C 1.900 2.185 -1.016
C 1.983 2.159 0.371
H 5.299 0.139 3.680
H 6.355 2.289 4.351
H 4.980 4.356 4.384
H 2.612 4.270 3.777
H 0.592 4.630 1.401
H -0.090 6.890 2.084
H -0.788 7.329 4.414
H -0.808 5.480 6.064
H -0.162 3.211 5.377
H -1.320 1.933 1.105
H -1.465 1.983 -1.347
H 0.598 2.175 -2.722
H 2.808 2.266 -1.602
H 2.954 2.230 0.845
Se 0.419 -0.110 6.312
Se -1.638 1.150 6.418
Te -2.975 0.733 4.220
Se -3.162 2.788 2.827
F 1.624 -0.386 -3.107
C 0.613 -1.138 -2.610
C 0.443 -1.267 -1.262
C -0.627 -2.042 -0.789
C -0.845 -2.111 0.658
O -0.098 -1.432 1.380
C -1.865 -3.020 1.088
C -2.619 -3.645 0.151
N -2.531 -3.443 -1.194
C -3.450 -4.103 -2.081
C -4.441 -3.261 -2.837
C -4.900 -4.138 -1.708
C -1.504 -2.664 -1.690
C -1.317 -2.487 -3.067
C -0.262 -1.722 -3.525
N -0.157 -1.477 -4.934
C -0.747 -0.212 -5.326
C -0.984 -0.206 -6.823
N 0.328 -0.467 -7.513
C 0.953 -1.759 -7.053
C 1.136 -1.674 -5.549
C -2.163 -3.363 2.561
O -2.555 -4.508 2.779
O -1.967 -2.406 3.354
H 1.085 -0.760 -0.553
H -3.361 -4.360 0.481
H -3.034 -4.973 -2.579
H -4.682 -3.550 -3.850
H -4.414 -2.197 -2.643
H -5.449 -5.039 -1.938
H -5.190 -3.643 -0.792
H -1.980 -2.950 -3.782
H -0.114 0.650 -5.045
H -1.702 -0.080 -4.819
H -1.366 0.748 -7.182
H -1.650 -1.015 -7.120
H 0.971 0.298 -7.294
H 0.202 -0.470 -8.524
H 1.898 -1.873 -7.581
H 0.263 -2.552 -7.335
H 1.854 -0.870 -5.324
H 1.577 -2.603 -5.188
N 2.074 -3.644 4.357
N 0.720 -3.401 3.964
H 2.177 -4.580 4.735
H 2.289 -2.991 5.102
H 0.039 -3.819 4.595
H 0.572 -3.833 3.059
*
```

- Relative energy (zero: lowest compared OMol25 entry of this formula, charge and spin): 0.951 eV
- Max |F|: 1.0 eV Å⁻¹
- Gap between HOMO and LUMO: 0.0955 Eh